1.
56
Properties=species:S:1:pos:R:3:forces:R:3 method="wB97M-V/def2-TZVPD" homo_lumo_gap_ev="3.7 / 3.7" homo_energy_ev="-13.747 / -13.749" charge=+2
Pd 0.1542 -0.3309 0.0549 -1.5 -1.3 2.0
F -0.4934 6.5480 1.0351 -0.1 -0.2 0.0
C -0.6722 5.3316 0.5658 0.0 -0.5 -0.2
C 0.2250 4.3119 0.9107 -0.2 0.0 -0.2
F 1.2408 4.5505 1.7287 -0.1 0.1 -0.1
C 0.0558 3.0446 0.3790 -0.2 -0.1 -0.2
F 0.9378 2.0633 0.7188 -0.3 0.8 -0.1
C -0.9877 2.7385 -0.5062 0.4 0.8 0.9
S -1.1639 1.1892 -1.2487 0.5 -1.8 0.1
C -1.9032 3.7651 -0.8051 0.5 -0.2 0.4
F -2.9291 3.4911 -1.5971 -0.1 0.0 -0.1
C -1.7539 5.0450 -0.2791 0.4 -0.2 0.1
F -2.6257 5.9899 -0.5745 0.1 -0.1 0.0
N 4.5616 0.0903 -0.2526 -0.5 0.6 -0.1
C 3.4231 0.7779 -0.4154 0.1 0.1 0.0
N 2.4175 -0.0703 -0.5032 -0.5 -0.2 0.2
C 3.0091 -1.2975 -0.3824 0.7 1.1 0.0
N 4.3121 -1.2074 -0.2300 0.0 -1.2 0.0
C 2.2705 -2.5391 -0.4619 0.2 -0.9 0.0
C 2.9151 -3.7836 -0.3152 -0.3 1.2 -0.1
N 2.2356 -4.8904 -0.4220 0.5 -1.2 0.1
C 0.9520 -4.8566 -0.6967 -0.6 0.7 -0.1
C 0.2985 -3.6286 -0.8395 -0.2 -0.8 -0.1
N 0.9618 -2.4937 -0.7072 0.0 1.1 -0.1
H 5.5107 0.4314 -0.1608 -0.1 0.0 0.0
H 3.3583 1.8464 -0.4704 0.0 0.2 0.0
H 3.9764 -3.8336 -0.1184 0.1 0.0 0.0
H 0.4424 -5.8045 -0.8024 -0.2 0.0 0.0
H -0.7561 -3.5791 -1.0883 0.1 0.0 0.0
Br 1.1621 -0.5965 8.7448 -0.1 0.0 -0.6
C 0.8248 -0.6418 6.8730 0.1 0.0 0.3
C -0.1183 0.2303 6.3325 0.1 -0.1 0.1
C -0.3386 0.2222 4.9709 0.0 -0.1 -0.2
C 0.3718 -0.6581 4.1542 0.0 0.1 -0.3
C 1.3041 -1.5379 4.7086 -0.1 0.1 -0.2
C 1.5309 -1.5368 6.0694 -0.1 0.2 0.2
C 0.1800 -0.6446 2.6823 0.7 -0.6 2.1
O 0.7810 -1.4820 1.9678 0.0 0.2 -1.8
O -0.5923 0.2119 2.1587 -0.8 0.7 -1.9
H -0.6647 0.9001 6.9769 0.0 0.1 0.1
H -1.0550 0.8932 4.5233 -0.1 0.1 0.0
H 1.8461 -2.2096 4.0592 0.1 -0.1 0.0
H 2.2459 -2.2134 6.5113 0.1 0.0 0.0
C -3.9550 -0.2843 1.4666 0.7 0.3 0.0
Sb -2.4203 -1.4909 0.5510 -0.9 0.6 -0.7
C -3.1727 -1.8799 -1.4523 0.6 0.3 0.3
C -2.7696 -3.3732 1.5785 1.0 0.2 0.0
H -4.8874 -0.8416 1.4106 0.1 -0.3 -0.1
H -4.0603 0.6638 0.9454 0.1 0.0 -0.1
H -3.6873 -0.0955 2.5045 0.0 -0.1 0.0
H -3.8934 -2.6885 -1.4081 -0.1 -0.2 0.2
H -2.3594 -2.1415 -2.1272 0.0 0.0 0.0
H -3.6519 -0.9752 -1.8128 0.0 0.2 0.1
H -3.8324 -3.4173 1.7947 -0.2 0.4 -0.1
H -2.2065 -3.3975 2.5063 0.0 0.0 0.1
H -2.4845 -4.2116 0.9492 0.1 0.1 -0.1

2.
65
Properties=species:S:1:pos:R:3:forces:R:3 method="wB97M-V/def2-TZVPD" homo_lumo_gap_ev=9.0 homo_energy_ev=-8.981 charge=0 smiles="CCC[C@H]1OC(=O)O[C@@H]1Br.COCCOCCOC.COCCOCCOC"
C 6.4544 1.2174 2.3405 1.5 0.3 -0.1
C 6.0946 2.4444 1.3226 0.7 0.0 -0.7
C 4.5880 2.4303 0.6892 0.1 1.0 -0.1
C 3.4239 1.7590 1.6175 -0.2 0.4 -1.5
O 2.6863 2.8951 2.2151 -2.9 -2.9 0.9
C 1.3170 2.3338 2.3319 -2.2 -0.2 3.6
O 0.5391 2.2028 3.4184 5.6 1.3 -8.3
O 1.0518 1.8948 0.9228 2.0 -0.7 2.5
C 2.2523 1.0376 0.6688 -0.1 0.9 1.2
Br 1.7555 -0.6564 1.6444 0.5 0.4 -1.1
H 7.5278 0.8101 2.0175 -2.3 0.8 0.8
H 5.7355 0.2961 2.2999 1.2 1.9 0.2
H 6.5992 1.6749 3.4198 -0.6 -1.3 -2.1
H 6.3326 3.4944 1.8361 -0.7 -2.4 -1.0
H 6.8471 2.3653 0.3999 -1.7 0.3 2.0
H 4.6009 1.9832 -0.4136 -0.1 0.6 2.6
H 4.2804 3.5752 0.5444 0.4 -2.6 0.3
H 3.6838 1.0096 2.4746 0.0 1.6 -1.8
H 2.5447 0.8390 -0.4653 -1.1 0.6 2.6
C -0.6968 -3.2553 2.7392 0.0 0.0 -0.4
O -0.1831 -4.3726 2.0292 -0.3 -0.1 0.8
C 0.0588 -5.5208 2.8350 -0.1 -0.1 -0.4
C -0.7422 -6.7593 2.3983 0.1 -0.2 0.1
O -2.1667 -6.6772 2.3688 0.2 0.2 -0.2
C -2.7607 -5.7197 1.4945 -0.2 0.2 0.0
C -2.4870 -5.8320 -0.0152 0.1 0.2 0.4
O -1.1101 -5.7384 -0.3506 -0.3 -0.8 -0.1
C -0.5927 -6.8669 -1.0481 0.2 0.4 0.1
H 0.0975 -2.5236 2.8837 0.0 0.1 0.2
H -1.4779 -2.7892 2.1284 0.1 0.0 0.1
H -1.1369 -3.5265 3.7052 0.1 0.0 -0.1
H -0.1071 -5.3180 3.8992 -0.2 0.1 -0.1
H 1.1221 -5.7606 2.7200 0.0 -0.2 0.1
H -0.5109 -7.5521 3.1211 -0.2 0.2 0.1
H -0.3819 -7.1476 1.4495 0.1 0.3 -0.2
H -2.5511 -4.7161 1.8588 0.2 0.1 -0.2
H -3.8441 -5.8374 1.6291 0.2 -0.2 -0.1
H -2.9880 -4.9894 -0.5067 -0.2 0.0 0.2
H -2.9455 -6.7486 -0.4080 0.2 0.0 0.1
H -1.2215 -7.7564 -0.9456 0.0 0.1 0.0
H 0.3919 -7.0992 -0.6362 0.0 0.0 0.0
H -0.4676 -6.6153 -2.1036 -0.1 -0.1 -0.1
C -0.9480 4.0708 -0.1825 0.1 0.4 -0.2
O -0.9110 3.8700 -1.5878 -0.4 -0.5 0.4
C -1.3412 2.5801 -2.0089 -0.1 0.3 -0.3
C -2.5511 2.6143 -2.9583 0.0 -0.2 -0.1
O -3.7579 3.2280 -2.5067 0.3 0.1 0.0
C -3.7142 4.6124 -2.1667 -0.1 0.1 0.2
C -3.3121 5.6248 -3.2529 0.1 -0.2 0.3
O -2.0145 5.4004 -3.7851 -0.6 -0.2 -0.6
C -1.9812 5.1828 -5.1920 0.3 0.1 0.4
H 0.0643 4.0149 0.2165 0.0 -0.1 0.1
H -1.3317 5.0787 0.0108 0.0 -0.1 0.0
H -1.5954 3.3551 0.3360 0.1 0.0 -0.1
H -1.5442 1.9174 -1.1600 -0.1 0.2 0.1
H -0.5032 2.1399 -2.5614 -0.1 -0.2 -0.1
H -2.8154 1.5695 -3.1656 -0.1 0.1 0.2
H -2.2795 3.0201 -3.9289 0.2 0.2 0.0
H -3.1205 4.7463 -1.2647 0.3 0.1 -0.1
H -4.7371 4.8676 -1.8596 0.1 -0.1 -0.2
H -3.2940 6.6186 -2.7898 -0.2 -0.1 0.1
H -4.0799 5.6524 -4.0367 0.2 -0.1 0.0
H -2.9561 4.9044 -5.6034 0.0 0.1 0.1
H -1.2833 4.3671 -5.3935 0.0 0.0 0.0
H -1.6063 6.0801 -5.6893 -0.1 0.0 -0.1

3.
70
Properties=species:S:1:pos:R:3:forces:R:3 method="wB97M-V/def2-TZVPD" homo_lumo_gap_ev=9.0 homo_energy_ev=-8.762 charge=0
C 2.9895 2.7704 -1.2623 -0.1 -0.2 -0.4
C 2.9050 1.6739 -0.7855 -0.2 0.4 0.7
C 2.7319 0.4419 -0.0094 0.8 -1.1 -0.9
C 3.3845 0.5010 1.3822 -0.1 0.6 0.2
C 2.8857 1.5240 2.4202 0.4 0.0 0.1
O 2.0685 2.5428 1.8553 -0.2 -0.1 0.1
N 3.4791 -0.6531 -0.7399 -0.2 0.0 1.0
C 2.9111 -1.8860 -0.4747 0.1 0.0 -0.3
O 3.4705 -2.9453 -0.6446 0.0 0.0 0.2
C 1.4823 -1.6748 0.0473 -1.2 0.3 -0.3
C 1.3189 -2.1527 1.5151 0.9 -0.1 0.3
O 1.1504 -1.0795 2.4288 -0.3 0.0 -0.2
C 0.3684 -1.4011 3.5555 0.1 0.3 0.2
N 0.4620 -2.3156 -0.8023 0.6 -0.1 -0.2
C 0.5948 -3.7489 -1.0839 -0.7 -0.3 0.2
C -0.6382 -4.5409 -0.6328 0.5 -0.1 -0.1
C 1.3285 -0.1625 -0.2258 0.0 0.2 0.2
C 0.0834 0.5653 0.2647 -0.6 -0.1 -0.2
C -0.9474 0.8121 -0.8831 0.4 0.3 0.7
P -2.6462 0.3418 -0.5462 -0.2 -0.3 -1.2
O -3.3772 -0.1125 -1.7374 0.0 0.2 0.1
O -2.5495 -0.7892 0.5935 -0.2 0.3 0.0
C -3.8237 -1.4262 0.8879 0.3 -0.2 0.5
C -3.7312 -2.0710 2.2731 -0.3 0.2 -0.2
O -3.3851 1.6016 0.1070 0.3 -0.3 0.6
C -2.9566 2.0533 1.4173 -0.2 0.3 -0.2
C -4.1867 2.3504 2.2734 0.2 -0.2 0.2
H 3.0327 3.6960 -1.7873 0.1 0.0 0.0
H 4.4453 0.6877 1.1985 0.0 0.1 -0.1
H 3.3250 -0.4817 1.8459 0.0 -0.1 -0.1
H 3.7654 1.9932 2.8755 0.0 0.0 0.0
H 2.3693 0.9949 3.2228 -0.2 0.0 -0.1
H 1.5112 2.8844 2.5601 0.0 0.1 0.0
H 4.4851 -0.6482 -0.6195 0.0 0.0 -0.3
H 2.2075 -2.7275 1.8148 -0.1 -0.1 0.0
H 0.4704 -2.8360 1.5808 -0.1 0.1 -0.1
H -0.4702 -2.0537 3.2994 0.0 -0.1 0.0
H 0.9696 -1.8568 4.3493 0.0 -0.2 -0.1
H -0.0419 -0.4689 3.9505 0.0 0.0 0.0
H -0.4584 -2.1153 -0.4292 0.0 0.1 0.1
H 0.6983 -3.9029 -2.1604 0.2 0.1 0.0
H 1.4709 -4.1740 -0.5985 0.1 0.1 -0.1
H -1.5606 -4.0894 -1.0005 0.0 0.0 0.1
H -0.6635 -4.6437 0.4541 -0.2 0.2 0.0
H -0.5634 -5.5528 -1.0359 -0.1 0.0 0.0
H 1.2708 -0.1742 -1.3149 0.0 0.1 0.0
H 0.3281 1.5259 0.7105 0.2 -0.1 0.0
H -0.4102 -0.0187 1.0369 0.2 0.0 0.1
H -0.9754 1.8837 -1.0963 -0.1 0.0 -0.2
H -0.6722 0.3091 -1.8085 0.0 -0.2 0.0
H -4.6055 -0.6672 0.8825 -0.1 0.0 -0.2
H -4.0297 -2.1620 0.1154 0.0 0.1 -0.1
H -4.1761 -3.0643 2.2556 0.1 0.0 0.1
H -4.2764 -1.4751 3.0051 0.1 0.0 0.1
H -2.6930 -2.1343 2.5911 0.0 -0.1 0.0
H -2.3585 2.9526 1.2652 0.0 0.0 0.0
H -2.3269 1.2933 1.8795 0.0 0.0 0.0
H -4.1877 1.7222 3.1654 -0.1 0.0 0.0
H -4.2164 3.3876 2.5996 -0.1 0.0 -0.1
H -5.0870 2.1224 1.7067 0.0 0.1 0.0
C 1.1775 1.8342 -5.4188 0.0 -0.1 0.0
S 1.1174 3.6277 -5.5132 0.0 0.0 0.0
O 2.4696 4.1249 -5.1489 0.0 0.0 0.1
C 0.0771 3.8455 -4.0622 -0.1 0.0 0.1
H 1.8245 1.4830 -6.2197 0.0 0.0 0.0
H 1.5878 1.5368 -4.4530 0.0 0.0 0.0
H 0.1738 1.4302 -5.5526 0.0 0.0 0.0
H 0.5678 3.3965 -3.1972 0.0 0.0 0.0
H -0.8935 3.3807 -4.2372 0.0 0.0 0.0
H -0.0510 4.9145 -3.9046 0.0 0.0 0.0

4.
14
Properties=species:S:1:pos:R:3:forces:R:3 method="wB97M-V/def2-TZVPD" homo_lumo_gap_ev="7.7 / 7.5" homo_energy_ev="-7.784 / -7.729" charge=0 smiles="[H]/P=C(/C)CC"
C 0.7810 -0.2400 0.1330 7.6 -2.1 -0.7
C 0.4379 -1.7441 0.3627 1.2 4.1 1.6
C -1.5755 0.7619 0.0665 -0.4 -1.2 0.5
C -0.1019 0.7571 -0.3221 -2.1 0.2 -2.2
P 2.6614 0.2249 -0.2177 -3.9 -1.7 1.7
H 0.0757 -2.0882 -0.5212 -1.1 -1.5 -2.6
H -0.3460 -1.6140 1.0478 -1.5 -0.6 1.1
H 1.2155 -2.3146 0.8209 0.6 -0.2 -0.1
H -2.2050 0.0330 -0.4710 0.6 0.0 0.1
H -1.9672 1.6932 -0.2081 -0.7 1.5 -0.3
H -1.8246 0.6253 1.1343 0.6 0.1 -0.3
H -0.0153 0.6015 -1.4531 -0.7 0.3 1.1
H 0.4118 1.6833 -0.2202 -0.1 1.1 0.3
H 2.4520 1.6209 -0.1518 -0.2 0.1 -0.2